a:
16
Properties=species:S:1:pos:R:3:mulliken_charge:R:1 method="wB97M-V/def2-TZVPD" spin_multiplicity=1 homo_ev="-4.0073 / -4.0082" lumo_energy_ev="3.417 / 3.417" charge=-1
C -1.2431 0.5401 -1.2007 -0.070
C -1.4098 0.2053 1.2356 -0.037
C -1.9079 -0.2440 -0.1395 -0.745
C 0.9089 0.6807 -0.3794 0.433
N -0.0270 0.8636 -1.2956 -0.545
N -0.3002 0.7042 1.4861 -0.644
O 0.6116 -1.8956 0.3884 -0.607
O 2.4708 -1.2048 -1.1812 -0.635
O 2.5598 -0.6181 1.1894 -0.677
S 2.1412 1.7833 -0.0887 -0.389
S 1.6986 -0.9700 0.0799 1.035
H -1.7370 0.7624 -2.0579 0.517
H -2.0370 0.0073 2.0484 0.482
H -3.0513 -0.1309 -0.2982 0.277
H -1.6846 -1.2405 -0.1542 0.318
H 3.0069 0.7571 0.3676 0.287

***

b:
16
Properties=species:S:1:pos:R:3:mulliken_charge:R:1 method="wB97M-V/def2-TZVPD" spin_multiplicity=1 homo_ev=-4.2490 lumo_energy_ev=3.508 charge=-1
C -1.8395 -0.3337 -0.0639 -0.005
C -0.0508 2.5475 0.0418 0.145
C -1.7291 -1.2144 0.9213 -0.722
C 0.1599 -0.3635 -1.4002 0.308
N -1.0339 -0.1759 -1.1471 -0.435
N -0.1538 2.6787 -1.1015 -0.385
O 0.7950 0.3048 1.4398 -0.515
O 1.3102 -1.8514 0.4326 -0.567
O 2.9277 0.0462 0.0583 -0.554
S 1.1380 -0.2863 -2.6464 -0.415
S 1.2115 -0.4469 0.2887 0.750
H -2.7203 0.3517 -0.1007 0.307
H 0.0108 2.6434 1.1055 0.263
H -2.4565 -1.3335 1.7981 0.228
H -0.9930 -2.0020 0.7763 0.309
H 3.4238 -0.5646 -0.4024 0.286

***

List of relative energies, unit kcal/mol: a 10.6; b 0.0

***

a:
90
Properties=species:S:1:pos:R:3:lowdin_spin:R:1 method="wB97M-V/def2-TZVPD" spin_multiplicity=3 homo_ev="-2.8906 / -2.8472" lumo_energy_ev="3.352 / 3.228" charge=-2
Mo 1.2825 0.5879 -0.6769 0.818
C 4.5044 2.8855 1.5550 0.011
C 3.1358 3.0675 2.1237 0.010
N 2.9871 3.5277 3.3458 0.001
C 1.7497 3.7417 3.8395 0.007
C 0.5945 3.5112 3.1348 0.002
C -0.7329 3.9153 3.7125 0.000
O -1.2063 5.1592 3.1887 0.000
C 0.7267 2.9571 1.8397 0.011
C -0.4539 2.7202 0.9990 0.004
N -0.4172 2.2216 -0.1829 0.013
C -1.5936 2.1813 -0.9902 0.002
C -2.8619 2.0222 -0.4487 0.002
C -3.9687 1.9256 -1.2743 0.000
C -3.8073 1.9675 -2.6510 0.001
C -2.5473 2.1564 -3.1984 0.000
C -1.4419 2.2957 -2.3695 0.002
I 0.3794 2.8272 -3.2161 0.002
C 2.0026 2.7142 1.3324 0.021
O 2.1726 2.1770 0.1599 0.065
H 5.2138 3.4106 2.1912 0.000
H 4.5632 3.2728 0.5355 0.000
H 4.7647 1.8255 1.5020 0.015
H 1.6994 4.1379 4.8472 0.000
H -0.6300 4.0758 4.7861 0.000
H -1.4842 3.1320 3.5665 0.000
H -1.0385 5.1713 2.2408 0.000
H -1.4098 3.0721 1.3980 0.000
H -2.9825 1.9313 0.6236 0.000
H -4.9506 1.7883 -0.8402 0.000
H -4.6602 1.8438 -3.3048 0.000
H -2.4128 2.1929 -4.2694 0.000
Te 2.7976 -0.8526 1.0686 0.772
N 4.3305 -1.4945 -2.4364 -0.001
C 4.7561 -2.9034 -2.5359 0.000
C 4.0647 -3.7578 -1.4342 0.004
O 4.4248 -4.9369 -1.4029 0.005
O 3.2210 -3.1517 -0.7353 0.066
H 4.6496 -0.8486 -3.1688 0.000
H 4.5560 -1.0547 -1.5370 -0.001
H 3.2998 -1.4553 -2.4562 0.000
H 5.8389 -2.9753 -2.4497 0.000
H 4.4453 -3.2728 -3.5116 0.000
F 0.0917 -1.7433 -5.3480 0.000
B -0.7975 -1.4617 -4.3180 0.000
F -0.2622 -0.5024 -3.4423 0.000
F -1.0967 -2.6307 -3.6034 0.000
F -2.0041 -0.9329 -4.8527 0.000
F 3.6484 4.2835 -1.5932 0.000
Te 3.9289 2.4901 -2.4208 0.001
F 4.6605 1.2000 -3.7371 0.000
F 3.6388 3.4797 -4.0743 0.000
F 5.6800 3.1768 -2.4424 0.000
F 4.8915 1.1795 -1.2073 0.002
O 2.2029 0.2074 -2.0348 -0.037
N -0.2021 -0.5361 -0.3499 0.105
P -1.2102 -1.3821 0.4591 0.042
C -0.5293 -2.9448 1.0498 0.019
C 0.3473 -3.5936 0.1854 0.014
C 0.9062 -4.8088 0.5522 0.004
C 0.5644 -5.3865 1.7638 0.000
C -0.3264 -4.7517 2.6227 0.002
C -0.8693 -3.5268 2.2705 0.002
C -2.6452 -1.8325 -0.5342 0.005
C -3.6426 -2.6772 -0.0398 0.000
C -4.7011 -3.0385 -0.8505 0.000
C -4.7584 -2.5711 -2.1635 0.000
C -3.7616 -1.7517 -2.6583 0.000
C -2.7015 -1.3752 -1.8407 0.001
C -1.8440 -0.5489 1.9485 0.000
C -0.9174 -0.2395 2.9474 0.000
C -1.3264 0.4095 4.1010 0.000
C -2.6597 0.7647 4.2658 0.000
C -3.5796 0.4859 3.2664 0.000
C -3.1723 -0.1695 2.1098 0.000
H 0.6234 -3.1335 -0.7561 0.002
H 1.6366 -5.2693 -0.0987 0.000
H 1.0063 -6.3323 2.0513 0.000
H -0.5843 -5.2042 3.5724 0.000
H -1.5402 -3.0181 2.9522 0.000
H -3.5808 -3.0595 0.9729 0.000
H -5.4702 -3.7019 -0.4738 0.000
H -5.5779 -2.8728 -2.8046 0.000
H -3.7701 -1.4140 -3.6854 0.000
H -1.8957 -0.7641 -2.2271 0.000
H 0.1262 -0.5094 2.8103 0.001
H -0.5989 0.6429 4.8682 0.000
H -2.9792 1.2686 5.1697 0.000
H -4.6160 0.7761 3.3843 0.000
H -3.8932 -0.3920 1.3329 0.000

***

b:
90
Properties=species:S:1:pos:R:3:lowdin_spin:R:1 method="wB97M-V/def2-TZVPD" spin_multiplicity=3 homo_ev="-1.8819 / -1.9975" lumo_energy_ev="3.824 / 3.823" charge=-2
Mo 0.3996 -0.6017 0.0764 1.723
C -1.3467 2.2233 3.5127 0.000
C -0.1060 1.4033 3.6910 0.007
N 0.5083 1.4312 4.8103 0.001
C 1.7546 0.8102 4.9103 0.010
C 2.5111 0.5148 3.8374 -0.001
C 3.8869 -0.0418 4.0229 -0.001
O 4.8889 0.9146 3.6238 0.000
C 1.9218 0.6432 2.5229 0.014
C 2.6639 0.6663 1.3798 0.007
N 2.1582 0.5875 0.1298 0.004
C 3.0346 0.7906 -0.9405 0.005
C 4.3004 0.1972 -0.9887 0.001
C 5.1556 0.4077 -2.0556 0.001
C 4.7636 1.2016 -3.1250 0.001
C 3.5101 1.7952 -3.1048 0.001
C 2.6679 1.6050 -2.0191 0.002
I 0.8266 2.5895 -1.9922 0.006
C 0.4192 0.6151 2.4905 0.010
O -0.0553 1.1424 1.2814 -0.004
H -1.5658 2.7255 4.4532 0.000
H -2.2041 1.6110 3.2269 0.000
H -1.1914 2.9600 2.7210 0.000
H 2.1232 0.6655 5.9190 0.001
H 3.9896 -0.9512 3.4225 0.000
H 4.0280 -0.3001 5.0779 0.000
H 5.7069 0.4292 3.4831 0.000
H 3.7442 0.7536 1.4815 0.000
H 4.5778 -0.4859 -0.1997 0.000
H 6.1171 -0.0916 -2.0657 0.000
H 5.4164 1.3460 -3.9775 0.000
H 3.1829 2.4166 -3.9285 0.000
Te -1.9997 0.5067 0.3569 -0.037
N -3.2632 -3.3135 0.2760 0.001
C -2.1086 -4.2651 0.2870 -0.001
C -0.7623 -3.5222 0.4335 0.005
O 0.1784 -4.1006 0.9216 0.003
O -0.8314 -2.3405 -0.0827 0.029
H -4.0249 -3.6390 -0.3093 0.000
H -2.9695 -2.3844 -0.0926 0.000
H -3.5870 -3.2281 1.3001 0.000
H -2.1028 -4.8156 -0.6472 0.000
H -2.2242 -4.9419 1.1293 0.000
F 4.4170 -2.9161 -1.0900 0.000
B 3.2342 -3.3152 -0.4168 0.002
F 2.5068 -2.1137 -0.1001 0.015
F 2.4666 -4.1045 -1.2852 0.000
F 3.5620 -3.9990 0.7398 0.000
F -3.2730 -0.7774 -0.7339 -0.006
Te -1.9308 -1.6260 2.8227 0.007
F -3.7543 -0.8198 2.8070 0.002
F -3.3689 -3.3389 2.8339 0.001
F -1.9531 -0.5748 4.3820 0.000
F -1.0976 -2.8525 4.0647 0.002
O 0.0092 -0.7694 2.4852 0.013
N 0.5793 -0.7540 -1.8074 0.089
P 0.1623 -1.1830 -3.2262 0.052
C -0.8215 -2.7108 -3.4245 0.009
C -0.2060 -3.8862 -2.9890 0.002
C -0.8356 -5.1057 -3.1724 0.000
C -2.0931 -5.1640 -3.7664 0.001
C -2.7148 -3.9965 -4.1823 0.000
C -2.0745 -2.7713 -4.0218 0.003
C 1.5976 -1.6003 -4.2459 0.005
C 1.4669 -2.0191 -5.5703 0.000
C 2.5892 -2.3921 -6.2891 0.000
C 3.8406 -2.3754 -5.6765 0.000
C 3.9660 -1.9836 -4.3543 0.000
C 2.8438 -1.5846 -3.6380 0.002
C -0.7541 0.1302 -4.0817 0.006
C -1.9654 0.5244 -3.5095 0.002
C -2.6450 1.6202 -4.0166 0.000
C -2.1208 2.3334 -5.0881 0.001
C -0.9160 1.9473 -5.6552 0.000
C -0.2333 0.8465 -5.1532 0.002
H 0.7642 -3.8458 -2.5035 0.000
H -0.3450 -6.0114 -2.8362 0.000
H -2.5863 -6.1201 -3.9010 0.000
H -3.6958 -4.0339 -4.6411 0.000
H -2.5597 -1.8655 -4.3616 0.000
H 0.4853 -2.0651 -6.0306 0.000
H 2.4912 -2.7144 -7.3191 0.000
H 4.7159 -2.6876 -6.2344 0.000
H 4.9259 -2.0021 -3.8548 0.000
H 2.9253 -1.2971 -2.5968 0.001
H -2.3711 -0.0151 -2.6604 0.000
H -3.5767 1.9264 -3.5574 0.000
H -2.6471 3.1996 -5.4718 0.000
H -0.4947 2.5137 -6.4770 0.000
H 0.7219 0.5634 -5.5783 0.000

***

List of relative energies, unit kcal/mol: a 0.0; b 50.1

***

a:
6
Properties=species:S:1:pos:R:3:mulliken_charge:R:1 method="wB97M-V/def2-TZVPD" spin_multiplicity=1 homo_ev="-8.0812 / -8.0847" lumo_energy_ev="-0.699 / -0.425"
N 0.0548 0.1980 0.3320 -0.309
S -1.3943 -0.4406 -0.2424 -0.062
S 1.5360 0.0168 -0.2458 -0.056
H -0.0585 1.8873 0.2951 0.164
H -1.7053 -0.7083 0.9900 0.148
H 1.5673 -0.9532 -1.1289 0.116

***

b:
6
Properties=species:S:1:pos:R:3:mulliken_charge:R:1 method="wB97M-V/def2-TZVPD" spin_multiplicity=1 homo_ev=-8.9929 lumo_energy_ev=-0.386
N 1.1275 -0.6047 1.0371 -0.469
S -1.7795 0.6731 -0.2892 -0.267
S 0.2453 -0.5406 -0.2372 0.165
H 0.8936 -1.3935 1.6338 0.236
H -1.3707 1.3156 -1.3825 0.117
H 0.8838 0.5501 -0.7619 0.219

***

List of relative energies, unit kcal/mol: a 58.0; b 0.0

***

a:
10
Properties=species:S:1:pos:R:3:mulliken_charge:R:1 method="wB97M-V/def2-TZVPD" spin_multiplicity=1 homo_ev="-9.0817 / -9.0293" lumo_energy_ev="-1.296 / -1.291"
C 1.2755 -0.7619 0.0666 0.082
C 0.9616 0.5405 -0.5234 -0.656
C -1.3397 0.2725 0.2698 -0.057
O 0.8366 -1.7865 -0.4258 -0.508
Cl -1.5031 0.6734 1.9966 -0.092
Br -1.6136 -1.5198 -0.2051 0.101
Br -2.3252 1.3696 -0.7843 0.025
H 1.8071 -0.7621 0.9684 0.411
H 1.0893 1.3894 0.2459 0.317
H 0.8116 0.5849 -1.6088 0.377

***

b:
10
Properties=species:S:1:pos:R:3:mulliken_charge:R:1 method="wB97M-V/def2-TZVPD" spin_multiplicity=1 homo_ev="-8.0371 / -8.2585" lumo_energy_ev="-0.466 / -0.149"
C 1.4818 1.3463 -1.1027 0.469
C -1.3595 -0.3142 0.3836 -0.983
C 0.0885 -0.7108 0.4981 0.100
O 1.1823 1.2511 -2.2366 -0.351
Cl 2.4726 2.0498 -0.0185 -0.057
Br 0.4518 -2.2553 -0.5924 -0.091
Br 0.9221 -0.5949 2.1973 -0.068
H -1.5979 0.2741 1.3289 0.315
H -2.0488 -1.1082 0.1621 0.373
H -1.5929 0.0620 -0.6199 0.293

***

List of relative energies, unit kcal/mol: a 2.5; b 0.0